(1)
Formula: C15H36O15
Source: OMol25
Level of theory: ωB97M-V/def2-TZVPD

Structure (XYZ):
```
66
Properties=species:S:1:pos:R:3:mulliken_charge:R:1
C -1.02 -2.65 -2.99 -0.173
O -0.81 -3.53 -1.87 -0.567
H -0.27 -1.86 -2.88 -0.210
H -0.66 -3.12 -3.93 0.254
H -2.07 -2.40 -3.09 0.320
H -1.04 -2.99 -1.10 0.314
C -2.55 -0.26 3.45 -0.382
O -2.05 -1.51 2.94 -0.594
H -3.12 -0.39 4.37 0.331
H -1.75 0.49 3.64 -0.015
H -3.27 0.13 2.69 0.288
H -1.63 -2.05 3.65 0.294
C -1.72 -0.36 -0.32 -0.372
O -1.12 -1.44 0.34 -0.336
H -2.69 -0.55 -0.75 0.383
H -2.00 0.41 0.40 0.224
H -1.11 0.11 -1.10 -0.130
H -1.44 -1.52 1.28 0.362
C -3.00 4.57 -3.06 -0.614
O -2.28 3.77 -4.03 -0.363
C -1.41 2.92 -3.51 0.661
O -1.13 2.86 -2.37 -0.430
O -0.97 2.11 -4.50 -0.338
C 0.27 1.43 -4.24 -0.397
H -2.35 5.28 -2.53 0.278
H -3.40 3.94 -2.27 0.290
H -3.76 5.11 -3.66 0.205
H 1.07 2.11 -3.93 0.358
H 0.51 0.99 -5.25 0.254
H 0.19 0.69 -3.44 0.012
C 0.70 -0.63 4.32 -0.491
O 0.44 -2.09 4.37 -0.449
C 1.26 -2.82 3.55 0.812
O 2.18 -2.36 3.00 -0.513
O 0.75 -4.07 3.52 -0.293
C 1.72 -5.06 3.28 -0.700
H 1.72 -0.44 4.66 0.435
H -0.06 -0.23 4.99 0.310
H 0.65 -0.20 3.33 0.031
H 1.16 -5.94 2.93 0.229
H 2.25 -5.35 4.21 0.282
H 2.47 -4.78 2.54 0.329
C 0.29 3.04 0.15 -0.462
O 0.39 2.12 1.27 0.073
C 0.39 2.70 2.52 0.491
O 0.48 2.13 3.57 -0.534
O 0.19 4.09 2.41 -0.326
C 0.18 4.76 3.68 -0.701
H 1.28 3.55 0.17 0.331
H -0.57 3.66 0.36 0.346
H 0.12 2.52 -0.80 0.027
H -0.48 4.22 4.35 0.274
H -0.20 5.75 3.54 0.244
H 1.19 4.75 4.09 0.287
C 1.81 -1.33 -0.74 -0.133
O 2.04 -0.39 -1.84 -0.236
C 2.53 -0.92 -3.05 0.691
O 2.84 -0.23 -3.94 -0.524
O 2.48 -2.27 -2.99 -0.285
C 2.74 -2.86 -4.28 -0.736
H 1.36 -2.31 -1.00 0.289
H 1.15 -0.89 -0.02 -0.234
H 2.84 -1.51 -0.37 0.385
H 1.89 -2.56 -4.87 0.303
H 2.78 -3.92 -4.20 0.241
H 3.67 -2.46 -4.65 0.297
```

## Properties
frontier orbital gap: 10.432 eV
energy above the lowest of the compared OMol25 structures with the same formula, charge and spin: 105.2 kJ/mol
total charge: 0
SMILES: COC(=O)OC.COC(=O)OC.COC(=O)OC.COC(=O)OC.CO.CO.CO
calculated total energy: -1721.66770 a.u.
E_LUMO: 0.568 eV



(2)
Formula: C6H13BrO
Source: OMol25
Level of theory: ωB97M-V/def2-TZVPD

Structure (XYZ):
```
21
Properties=species:S:1:pos:R:3:mulliken_charge:R:1
C -0.12 1.52 -1.30 -1.330
C -0.36 2.08 1.21 -1.508
C -0.88 -2.24 -0.33 -1.170
C -0.40 0.97 0.17 0.597
C 0.43 -1.51 -0.37 0.306
C 0.54 -0.17 0.50 -0.603
O 1.45 -2.46 0.10 -0.561
Br 2.47 0.38 0.35 -0.163
H 0.89 1.86 -1.33 0.382
H -0.92 2.26 -1.62 0.407
H -0.34 0.61 -1.84 0.335
H 0.54 2.49 1.72 0.324
H -0.66 3.02 0.80 0.411
H -0.79 1.69 2.21 0.319
H -1.35 -2.56 0.64 0.275
H -0.66 -3.20 -0.85 0.382
H -1.66 -1.66 -0.97 0.280
H -1.47 0.59 0.19 0.214
H 0.65 -1.17 -1.32 0.344
H 0.40 -0.56 1.55 0.447
H 2.23 -1.95 0.48 0.312
```

## Properties
frontier orbital gap: 10.762 eV
energy above the lowest of the compared OMol25 structures with the same formula, charge and spin: 140.5 kJ/mol
total charge: 0
SMILES: CC(C)[C@H](Br)[C@H](C)O
calculated total energy: -2885.61899 a.u.
E_LUMO: 0.699 eV



(3)
Formula: C31H37N8O3PPtSbSe4
Source: OMol25
Level of theory: ωB97M-V/def2-TZVPD

Structure (XYZ):
```
86
Properties=species:S:1:pos:R:3:mulliken_charge:R:1
Pt 1.38 -0.75 -0.33 0.887
C 1.26 1.68 -3.82 -1.759
C 1.67 1.17 -2.46 1.032
O 0.93 0.19 -2.04 -0.392
C 2.75 1.75 -1.83 -1.153
C 3.34 1.44 -0.57 1.406
C 4.52 2.23 -0.09 -1.596
N 2.87 0.48 0.18 -0.189
N 3.44 0.23 1.42 -0.787
C 2.89 -0.80 1.97 -0.130
O 1.94 -1.52 1.43 -0.601
C 3.35 -1.24 3.31 0.345
C 2.99 -2.51 3.77 -0.119
C 3.42 -2.94 5.02 -0.817
C 4.22 -2.12 5.80 -0.354
C 4.59 -0.86 5.34 -0.688
C 4.15 -0.42 4.09 -0.349
H 0.18 1.67 -3.91 0.256
H 1.66 1.01 -4.59 0.391
H 1.64 2.68 -4.01 0.425
H 3.22 2.56 -2.37 0.276
H 4.71 3.07 -0.75 0.422
H 5.40 1.59 -0.06 0.321
H 4.35 2.58 0.93 0.331
H 2.39 -3.16 3.14 0.329
H 3.16 -3.93 5.36 0.405
H 4.57 -2.46 6.77 0.371
H 5.21 -0.22 5.94 0.377
H 4.44 0.55 3.71 0.455
C -4.28 0.47 -2.89 -1.378
C -3.76 1.76 -2.31 0.415
C -2.40 2.07 -2.35 0.734
C -1.91 3.26 -1.84 -0.260
C -2.78 4.16 -1.24 -0.184
N -2.35 5.41 -0.72 -0.084
C -1.09 5.79 -0.32 0.182
O -0.72 6.95 -0.40 -0.718
N -0.29 4.83 0.25 -0.002
C -0.70 3.64 0.92 -0.066
C -1.85 3.58 1.69 -0.249
C -2.16 2.37 2.31 -0.939
C -1.31 1.29 2.13 -0.295
N -0.21 1.36 1.39 0.014
C 0.08 2.50 0.79 -0.308
C -4.13 3.86 -1.18 -0.627
C -4.61 2.68 -1.72 -0.768
H -3.73 0.20 -3.79 0.341
H -5.33 0.56 -3.16 0.480
H -4.18 -0.36 -2.19 0.169
H -1.71 1.36 -2.79 -0.304
H -0.86 3.48 -1.91 0.689
H -2.88 6.22 -1.02 0.276
H 0.64 5.17 0.45 0.254
H -2.48 4.45 1.81 0.470
H -3.05 2.28 2.92 0.426
H -1.51 0.34 2.61 0.451
H 0.96 2.52 0.16 0.396
H -4.81 4.56 -0.70 0.420
H -5.68 2.47 -1.68 0.374
C -3.26 -2.88 0.13 -0.993
N -2.19 -3.71 0.67 0.116
C -1.90 -4.80 -0.27 -0.918
N -1.60 -4.34 -1.63 0.145
C -2.69 -3.50 -2.09 -0.929
N -3.00 -2.36 -1.22 0.126
C -1.89 -1.40 -1.21 -1.399
P -0.33 -2.17 -0.59 2.642
C -0.98 -2.92 0.95 -0.815
C -0.30 -3.65 -1.68 -1.222
H -3.44 -2.04 0.80 0.424
H -4.16 -3.49 0.08 0.317
H -2.78 -5.44 -0.32 0.277
H -1.05 -5.37 0.10 0.311
H -3.59 -4.12 -2.16 0.338
H -2.45 -3.12 -3.09 0.379
H -2.13 -0.55 -0.57 0.464
H -1.72 -1.02 -2.22 0.357
H -1.20 -2.13 1.66 0.274
H -0.20 -3.56 1.37 0.227
H 0.49 -4.33 -1.33 0.457
H -0.07 -3.35 -2.70 0.306
Se 1.87 -5.52 0.95 -0.606
Sb 3.75 -4.25 0.16 0.764
Se 3.20 -2.68 -1.73 0.032
Se 4.48 -4.71 -2.26 -0.494
Se 5.57 -3.75 1.59 -0.589
```

## Properties
frontier orbital gap: 6.702 eV
energy above the lowest of the compared OMol25 structures with the same formula, charge and spin: 0.0 kJ/mol
total charge: -1
calculated total energy: -12174.13704 a.u.
E_LUMO: 2.026 eV



(4)
Formula: C2H7N4O
Source: OMol25
Level of theory: ωB97M-V/def2-TZVPD

Structure (XYZ):
```
14
Properties=species:S:1:pos:R:3:mulliken_charge:R:1
C 1.12 -1.63 -1.05 0.533
C -0.67 0.11 -0.80 0.588
N 0.34 -0.83 -0.55 -0.391
N 1.73 -2.49 -1.63 -0.388
N -1.37 -0.07 -1.97 -0.350
N 0.07 1.46 2.52 -0.539
O -0.89 0.89 0.12 -0.733
H 0.76 0.83 2.93 0.377
H 2.68 -2.77 -1.62 0.295
H -1.04 -0.71 -2.71 0.219
H -2.25 0.38 -2.12 0.247
H -0.37 0.87 1.62 0.429
H -0.62 1.75 3.20 0.360
H 0.52 2.23 2.06 0.354
```

## Properties
frontier orbital gap: 10.570 eV
energy above the lowest of the compared OMol25 structures with the same formula, charge and spin: 21.9 kJ/mol
total charge: +1
calculated total energy: -374.44129 a.u.
E_LUMO: -3.268 eV



Number 1: HOMO -9.86 eV. Number 2: HOMO -10.06 eV. Number 3: HOMO -4.68 eV. Number 4: HOMO -13.84 eV.